No. 1
The following is a DFT calculation (ωB97M-V/def2-TZVPD) of a 12-piece molecular cluster, C15H54N10O12 overall in a non-equilibrium geometry.

XYZ file:
```
91
Properties=species:S:1:pos:R:3
N 3.849 -13.175 8.797
C 3.916 -13.148 10.115
N 3.411 -12.066 10.564
O 4.357 -14.188 10.892
H 4.421 -13.939 8.462
H 3.432 -12.541 8.058
H 3.290 -12.123 11.636
H 2.627 -11.555 10.169
N 3.482 -10.173 14.052
C 2.493 -10.867 13.643
N 2.898 -12.015 13.124
O 1.123 -10.545 13.805
H 3.376 -9.281 14.655
H 4.420 -10.654 14.113
H 2.117 -12.692 13.007
H 3.765 -12.367 13.426
N 7.616 -8.487 17.499
C 7.807 -9.672 17.150
N 6.979 -10.140 16.286
O 8.713 -10.511 17.792
H 8.292 -8.068 18.157
H 7.129 -7.753 16.928
H 7.079 -11.167 16.083
H 6.676 -9.646 15.423
N 6.847 -7.877 11.823
C 6.176 -8.611 12.614
N 5.081 -9.057 12.106
O 6.502 -8.755 13.943
H 7.766 -7.538 12.062
H 6.638 -7.804 10.860
H 4.320 -9.468 12.721
H 4.983 -9.392 11.089
N 6.688 -8.961 8.954
C 6.050 -10.070 9.221
N 4.826 -9.967 9.616
O 6.698 -11.306 9.164
H 7.664 -9.121 8.555
H 6.342 -7.944 8.944
H 4.391 -10.840 10.000
H 4.137 -9.225 9.413
C 9.414 -12.398 11.036
C 8.898 -13.424 9.975
O 7.555 -13.557 10.153
H 9.601 -12.841 12.035
H 8.682 -11.606 11.288
H 10.304 -11.888 10.659
H 9.407 -14.396 10.085
H 9.163 -13.159 9.002
H 7.164 -12.699 9.888
C 2.798 -13.585 16.404
C 2.567 -12.673 17.495
O 1.998 -11.483 16.972
H 1.822 -13.707 15.917
H 3.019 -14.631 16.765
H 3.500 -13.096 15.738
H 3.622 -12.504 17.785
H 1.990 -13.046 18.329
H 1.075 -11.617 16.676
C 9.939 -9.247 12.046
C 10.456 -7.898 11.872
O 9.429 -6.991 12.343
H 10.662 -10.082 11.877
H 9.072 -9.375 11.347
H 9.392 -9.272 13.011
H 10.828 -7.654 10.876
H 11.294 -7.808 12.516
H 9.774 -6.425 13.043
C 6.638 -11.921 12.877
O 5.662 -11.931 13.919
H 6.991 -12.852 12.614
H 7.415 -11.140 13.061
H 6.160 -11.495 12.028
H 6.039 -12.450 14.662
C 9.945 -11.860 14.879
O 11.169 -11.665 14.163
H 10.186 -12.211 15.910
H 9.434 -12.582 14.420
H 9.270 -10.982 14.822
H 11.578 -10.926 14.524
C 8.588 -15.390 12.766
O 7.503 -15.706 11.860
H 8.349 -14.640 13.582
H 9.520 -15.092 12.302
H 9.002 -16.301 13.228
H 7.072 -14.863 11.600
C 6.377 -14.094 15.706
O 7.277 -12.976 15.876
H 6.144 -14.454 14.697
H 5.474 -13.924 16.167
H 6.835 -14.939 16.226
H 7.583 -13.007 16.820
```

- energy relative to the best compared isomer or geometry (same formula, charge and spin) (kcal/mol) = 73.5
- total energy (eV) = -55896.401
- structure (SMILES) = NC(N)=O.NC(N)=O.NC(N)=O.NC(N)=O.NC(N)=O.CCO.CCO.CCO.CO.CO.CO.CO
- largest force on an atom (eV/A) = 10.00
- LUMO (hartree) = -0.0156
- multiplicity = 1

---

No. 2
The following is a DFT calculation (ωB97M-V/def2-TZVPD) of one molecule with the formula C5H6O2.

XYZ file:
```
13
Properties=species:S:1:pos:R:3
C -1.404 1.366 -1.694
C -0.645 0.583 -1.183
C 0.226 -0.332 -0.436
C -0.705 -1.322 0.260
O -1.124 -1.178 1.383
C 1.128 0.459 0.556
O 1.434 -0.255 1.722
H -2.074 2.067 -2.141
H 0.844 -0.905 -1.140
H -1.007 -2.194 -0.352
H 0.653 1.423 0.777
H 2.079 0.665 0.059
H 0.594 -0.378 2.189
```

- energy relative to the best compared isomer or geometry (same formula, charge and spin) (kcal/mol) = 58.8
- total energy (eV) = -9374.548
- structure (SMILES) = C#C[C@H](C=O)CO
- largest force on an atom (eV/A) = 0.56
- LUMO (hartree) = 0.0264
- multiplicity = 1

---

No. 3
The following is a DFT calculation (ωB97M-V/def2-TZVPD) of one molecule with the formula C3H5N3S2 in a non-equilibrium geometry.

XYZ file:
```
13
Properties=species:S:1:pos:R:3
N 1.946 -0.074 0.565
C 0.658 -0.351 -0.067
N 0.332 -1.314 -0.811
N -1.010 -1.131 -0.862
C -1.490 -0.175 -0.176
S -3.167 0.154 0.224
C -0.329 0.568 0.330
S -0.341 2.169 -0.572
H 2.814 -0.642 -0.026
H 1.727 -0.031 1.795
H -1.611 -2.005 -1.013
H -0.451 0.500 1.403
H 0.922 2.333 -0.790
```

- energy relative to the best compared isomer or geometry (same formula, charge and spin) (kcal/mol) = 81.7
- total energy (eV) = -29329.163
- structure (SMILES) = NC1=NNC(=S)[C@@H]1S
- largest force on an atom (eV/A) = 7.13
- LUMO (hartree) = -0.0118
- multiplicity = 1

---

No. 4
The following is a DFT calculation (ωB97M-V/def2-TZVPD) of C47H49N3O3P2SSiV as an isolated structure in a non-equilibrium geometry.

XYZ file:
```
107
Properties=species:S:1:pos:R:3
V 0.015 0.007 0.148
C -1.789 2.674 2.290
Si -1.903 1.480 0.848
C -2.278 2.422 -0.780
C -3.546 2.739 -1.279
C -3.694 3.370 -2.507
C -2.577 3.709 -3.267
C -1.306 3.408 -2.800
C -1.169 2.761 -1.575
P 0.389 2.265 -0.789
C 1.644 2.243 -2.122
C 1.563 1.228 -3.081
C 2.511 1.125 -4.087
C 3.568 2.031 -4.137
C 3.663 3.034 -3.186
C 2.703 3.142 -2.181
C 0.840 3.687 0.265
C 1.874 3.565 1.196
C 2.157 4.585 2.093
C 1.408 5.755 2.049
C 0.390 5.897 1.116
C 0.096 4.865 0.233
C -3.539 0.563 1.089
C -4.700 1.121 1.657
C -5.875 0.394 1.735
C -5.925 -0.914 1.245
C -4.798 -1.484 0.687
C -3.613 -0.747 0.618
P -2.066 -1.473 -0.050
C -2.525 -2.024 -1.728
C -2.202 -1.102 -2.730
C -2.582 -1.317 -4.047
C -3.284 -2.468 -4.380
C -3.616 -3.388 -3.393
C -3.246 -3.165 -2.072
C -1.946 -2.956 1.031
C -2.041 -2.747 2.410
C -1.832 -3.790 3.302
C -1.532 -5.064 2.833
C -1.435 -5.284 1.467
C -1.634 -4.234 0.574
H -2.535 3.476 2.219
H -0.805 3.144 2.380
H -1.977 2.116 3.216
H -4.431 2.476 -0.709
H -4.686 3.597 -2.880
H -2.702 4.203 -4.223
H -0.433 3.668 -3.388
H 0.746 0.515 -3.042
H 2.432 0.341 -4.829
H 4.315 1.950 -4.915
H 4.484 3.740 -3.221
H 2.782 3.931 -1.442
H 2.459 2.655 1.259
H 2.928 4.440 2.844
H 1.614 6.549 2.756
H -0.195 6.808 1.086
H -0.725 4.980 -0.462
H -4.676 2.136 2.042
H -6.759 0.838 2.176
H -6.843 -1.484 1.310
H -4.838 -2.505 0.323
H -1.660 -0.195 -2.473
H -2.331 -0.587 -4.806
H -3.581 -2.643 -5.406
H -4.175 -4.280 -3.649
H -3.548 -3.878 -1.317
H -2.284 -1.763 2.795
H -1.905 -3.606 4.368
H -1.376 -5.878 3.529
H -1.203 -6.273 1.089
H -1.529 -4.420 -0.486
C 3.001 -3.637 -2.324
C 2.323 -3.755 -0.968
C 1.408 -4.977 -0.941
C 3.364 -3.846 0.138
N 1.553 -2.486 -0.809
N 0.978 -2.255 0.491
H 3.519 -4.565 -2.575
H 3.724 -2.818 -2.322
H 2.267 -3.438 -3.112
H 1.988 -5.898 -1.042
H 0.683 -4.944 -1.761
H 0.863 -5.041 0.004
H 4.088 -4.623 -0.113
H 2.929 -4.104 1.106
H 3.912 -2.904 0.243
H 0.768 -2.480 -1.456
H 0.442 -3.067 0.794
H 1.733 -2.135 1.161
N 2.263 0.071 0.151
C 2.830 0.324 1.476
C 1.984 0.347 2.571
C 2.442 0.820 3.794
C 3.748 1.282 3.910
C 4.616 1.182 2.820
C 4.155 0.704 1.605
S 4.262 2.182 5.370
O 3.349 1.732 6.400
O 5.647 1.800 5.540
O 4.070 3.565 4.957
H 2.701 0.699 -0.518
H 2.485 -0.848 -0.228
H 0.937 0.066 2.467
H 1.789 0.887 4.656
H 5.639 1.517 2.937
H 4.807 0.681 0.737
```

- energy relative to the best compared isomer or geometry (same formula, charge and spin) (kcal/mol) = 19.0
- total energy (eV) = -123125.485
- largest force on an atom (eV/A) = 1.21
- LUMO (spin up / spin down) (hartree) = -0.0049 / -0.0080
- multiplicity = 4

---

No. 5
The following is a DFT calculation (ωB97M-V/def2-TZVPD) of C19H24AsF4N2Pt as an isolated structure in a non-equilibrium geometry.

XYZ file:
```
51
Properties=species:S:1:pos:R:3
Pt -0.605 -1.437 -0.490
C -2.889 -3.226 -1.383
N -1.839 -3.114 -0.340
C -0.961 -4.307 -0.380
C -2.402 -2.907 1.015
C -2.986 -1.507 1.117
N -2.229 -0.567 0.232
C -2.738 0.614 -0.064
C -2.309 1.385 -1.216
F -1.398 0.876 -2.038
C -2.892 2.583 -1.528
F -2.495 3.228 -2.602
C -3.910 3.117 -0.733
C -4.348 2.430 0.390
F -5.282 2.938 1.153
C -3.799 1.213 0.728
F -4.195 0.614 1.825
H -3.499 -4.110 -1.187
H -2.415 -3.328 -2.357
H -3.524 -2.343 -1.386
H -1.542 -5.215 -0.206
H -0.197 -4.232 0.394
H -0.506 -4.381 -1.369
H -1.584 -3.026 1.725
H -3.162 -3.658 1.244
H -2.934 -1.160 2.149
H -4.030 -1.469 0.805
H -4.361 4.068 -0.998
C 1.838 0.871 -2.068
As 1.174 0.274 -0.360
C 0.735 1.871 0.627
C 2.735 -0.515 0.579
C 3.816 0.497 0.723
C 4.796 0.641 -0.290
C 5.814 1.540 -0.138
C 5.879 2.331 1.029
C 4.905 2.198 2.042
C 3.887 1.300 1.888
H 2.577 1.653 -1.899
H 1.020 1.265 -2.668
H 2.298 0.036 -2.597
H 1.618 2.510 0.655
H 0.429 1.620 1.642
H -0.062 2.408 0.124
H 3.047 -1.365 -0.029
H 2.367 -0.874 1.540
H 4.757 0.011 -1.170
H 6.578 1.639 -0.897
H 6.690 3.039 1.153
H 4.980 2.796 2.940
H 3.152 1.172 2.673
```

- energy relative to the best compared isomer or geometry (same formula, charge and spin) (kcal/mol) = 11.7
- total energy (eV) = -97995.423
- largest force on an atom (eV/A) = 1.16
- total charge = +3
- LUMO (spin up / spin down) (hartree) = -0.5196 / -0.5202
- multiplicity = 1

---

No. 6
The following is a DFT calculation (ωB97M-V/def2-TZVPD) of C22H50ClO15P3S as an isolated structure in a non-equilibrium geometry.

XYZ file:
```
92
Properties=species:S:1:pos:R:3
C -5.941 1.846 0.444
C -4.979 2.808 -0.272
O -4.575 2.290 -1.535
C -3.187 2.273 -1.752
C -2.556 0.851 -1.803
C -3.447 -0.228 -1.247
O -4.105 -1.097 -2.214
S -5.018 -2.000 -1.232
O -5.337 -3.169 -1.966
O -6.181 -1.369 -0.714
O -3.871 -2.214 -0.113
C -2.766 -1.276 -0.333
C -2.428 -0.511 0.974
C -0.942 -0.146 1.179
C -0.784 1.155 1.949
O -1.452 1.095 3.193
C -1.876 2.389 3.570
P -1.358 -2.115 -1.292
O -0.270 -2.720 -0.224
Cl -2.257 -3.815 -2.072
H -5.353 1.143 1.040
H -6.577 2.383 1.153
H -6.599 1.336 -0.257
H -4.150 3.000 0.414
H -5.541 3.731 -0.454
H -2.608 2.883 -1.050
H -3.023 2.715 -2.741
H -2.396 0.596 -2.854
H -1.569 0.831 -1.343
H -4.290 0.104 -0.634
H -2.859 -1.034 1.828
H -2.977 0.437 0.920
H -0.365 -0.076 0.254
H -0.483 -0.958 1.753
H 0.290 1.292 2.134
H -1.130 2.002 1.341
H -1.078 3.138 3.491
H -2.246 2.408 4.594
H -2.700 2.715 2.917
H -0.638 -2.739 0.670
O 3.209 -8.477 -0.010
P 3.344 -7.227 -0.795
O 4.911 -7.125 -1.208
C 5.432 -8.040 -2.174
C 4.941 -7.743 -3.580
O 3.290 -6.084 0.374
C 2.839 -6.399 1.689
C 3.999 -6.748 2.601
O 2.827 -6.144 -1.905
C 1.430 -6.180 -2.283
C 0.503 -5.868 -1.125
H 5.181 -9.065 -1.886
H 6.516 -7.942 -2.137
H 3.869 -7.933 -3.671
H 5.458 -8.375 -4.304
H 5.108 -6.697 -3.834
H 2.101 -7.201 1.664
H 2.328 -5.511 2.069
H 4.668 -7.472 2.139
H 3.639 -7.157 3.547
H 4.594 -5.858 2.815
H 1.198 -7.160 -2.708
H 1.303 -5.440 -3.072
H 0.538 -6.657 -0.367
H -0.525 -5.784 -1.472
H 0.789 -4.938 -0.639
O 0.866 5.167 1.869
P 1.115 5.949 0.632
O 0.336 5.155 -0.551
C -1.090 5.166 -0.562
C -1.653 6.518 -0.966
O 2.653 5.542 0.274
C 3.490 4.899 1.236
C 3.447 3.391 1.082
O 1.266 7.346 -0.203
C 1.498 8.562 0.546
C 2.813 8.540 1.301
H -1.474 4.863 0.419
H -1.400 4.416 -1.286
H -1.443 7.274 -0.206
H -2.735 6.457 -1.092
H -1.202 6.859 -1.897
H 3.220 5.201 2.248
H 4.506 5.257 1.060
H 2.423 3.024 1.016
H 3.941 2.902 1.923
H 3.952 3.090 0.163
H 0.664 8.727 1.233
H 1.496 9.376 -0.177
H 2.799 7.797 2.104
H 3.009 9.513 1.751
H 3.637 8.283 0.637
```

- total energy (eV) = -105562.599
- largest force on an atom (eV/A) = 6.54
- LUMO (hartree) = 0.0006
- multiplicity = 1